Record 1
C2H3FeO2 | the ωB97M-V functional and the def2-TZVPD basis

As for the HOMO-LUMO gap (spin up / spin down): 8.80 / 8.46 eV. For the energy above the lowest of the compared OMol25 structures with the same formula, charge and spin, the calculation gives 58.4 kcal/mol. As for the expectation value of S²: 6.02. The LUMO energy (spin up / spin down) is -6.134 / -6.251 eV.

```
! RIJCOSX wB97M-V def2-TZVPD def2/J DEFGRID3
* xyz 1 5
H 1.94737 -0.27096 -0.39342
C 1.18395 0.32619 0.09916
C 0.71458 0.73001 1.17831
H 0.93161 0.86000 2.23331
O -0.41908 -0.94146 -1.29277
O -1.74094 -0.36866 -1.05721
H -1.71078 0.50576 -1.46813
Fe -0.90671 -0.84089 0.70076
*
```

---

Record 2
C22H25N3O3 | the ωB97M-V functional and the def2-TZVPD basis

As for the HOMO-LUMO gap: 9.41 eV. For the energy above the lowest of the compared OMol25 structures with the same formula, charge and spin, the calculation gives 7.0 kcal/mol. The structure (SMILES) is CCC[C@]1(c2ccccc2)NC(=O)N(CC(=O)NCc2ccc(C)cc2)C1=O. The LUMO energy is 0.622 eV.

```
! RIJCOSX wB97M-V def2-TZVPD def2/J DEFGRID3
* xyz 0 1
C 3.98186 0.26407 -3.93116
C 4.00201 0.00463 -2.42996
C 2.58665 -0.00470 -1.85692
C 2.56299 -0.21410 -0.33055
C 3.39479 0.82567 0.40065
C 4.43346 0.45916 1.24573
C 5.17781 1.42752 1.89762
C 4.88672 2.76834 1.72075
C 3.83841 3.13762 0.89499
C 3.09554 2.17367 0.23830
N 2.90085 -1.57002 0.02403
C 1.91320 -2.22992 0.66558
O 1.92161 -3.34523 1.10529
N 0.82931 -1.32767 0.74398
C -0.41404 -1.68964 1.38716
C -1.56743 -1.94045 0.39578
O -2.13430 -3.00858 0.32824
N -1.86929 -0.86964 -0.35515
C -2.97410 -0.86612 -1.29568
C -4.12108 -0.04546 -0.76638
C -4.42434 1.20014 -1.29729
C -5.46209 1.95071 -0.77611
C -6.21577 1.47996 0.29221
C -7.34825 2.29552 0.83815
C -5.90351 0.23569 0.82522
C -4.86937 -0.51886 0.30382
C 1.12028 -0.13276 0.17542
O 0.37392 0.81653 0.07948
H 4.99312 0.26581 -4.32969
H 3.52700 1.22833 -4.14512
H 3.41136 -0.50617 -4.44524
H 4.58896 0.77942 -1.93236
H 4.48458 -0.95616 -2.23869
H 2.09251 0.94112 -2.08172
H 2.00567 -0.80545 -2.32185
H 4.66484 -0.58278 1.40663
H 5.98601 1.12882 2.54840
H 5.46857 3.52156 2.23024
H 3.59534 4.18111 0.76201
H 2.26611 2.46821 -0.38444
H 3.77664 -2.00481 -0.20644
H -0.22844 -2.61678 1.93508
H -0.70639 -0.89131 2.07634
H -1.38486 0.00636 -0.19756
H -3.27853 -1.90857 -1.42351
H -2.62507 -0.46718 -2.25276
H -3.84772 1.58468 -2.12687
H -5.69040 2.91769 -1.20185
H -7.05344 3.33727 0.95029
H -8.19701 2.26127 0.15463
H -7.67236 1.91534 1.80363
H -6.47779 -0.14773 1.65654
H -4.63510 -1.48560 0.72501
*
```

---

Record 3
C4H10Br | the ωB97M-V functional and the def2-TZVPD basis

As for the HOMO-LUMO gap: 7.50 eV. The LUMO energy is 3.892 eV.

```
! RIJCOSX wB97M-V def2-TZVPD def2/J DEFGRID3
* xyz -1 1
C 0.63305 -0.82933 -1.38497
C -1.33007 0.79200 0.43002
C 0.97291 -0.22855 -0.01950
C 0.17498 1.03699 0.30452
H -0.41638 -1.16753 -1.41537
H 1.28697 -1.69202 -1.59651
H 0.78199 -0.07313 -2.17400
H -1.52079 0.01665 1.19098
H -1.84409 1.71883 0.73561
H -1.75477 0.45443 -0.53033
H 0.78253 -0.98140 0.76944
H 2.05201 0.01735 0.00331
H 0.54864 1.45708 1.25812
H 0.35902 1.78693 -0.48868
Br -0.72603 -2.30836 2.91732
*
```

---

Record 4
C12H43HgO12 | the ωB97M-V functional and the def2-TZVPD basis

As for the HOMO-LUMO gap: 6.07 eV. For the energy above the lowest of the compared OMol25 structures with the same formula, charge and spin, the calculation gives 43.2 kcal/mol. The LUMO energy is -5.875 eV.

```
! RIJCOSX wB97M-V def2-TZVPD def2/J DEFGRID3
* xyz 1 1
Hg -2.85461 2.46052 -1.39922
C 0.20348 -0.04679 0.08544
C -0.90389 0.80052 -0.49118
O -0.68738 1.58245 -1.45988
O -2.04083 0.82435 0.06068
H 1.14759 0.24579 -0.36377
H 0.04015 -1.10448 -0.11349
H 0.24557 0.13441 1.15824
C -2.22433 -3.46781 -0.62706
O -1.27269 -4.46985 -0.25560
H -2.57512 -3.63090 -1.65406
H -3.11243 -3.54156 0.00396
H -1.74956 -2.49261 -0.61641
H -1.76998 -5.29385 -0.23685
C 3.92054 -1.92798 1.05314
O 5.06676 -1.65639 0.27511
H 3.18789 -1.11333 0.97407
H 3.40636 -2.79742 0.63804
H 4.13117 -2.13032 2.10617
H 5.24844 -0.71535 0.26861
C 0.64783 2.11897 -4.63144
O 1.25026 2.32467 -3.38032
H 1.03091 2.88021 -5.31618
H 0.81909 1.12641 -5.06235
H -0.44922 2.24648 -4.65093
H 0.67580 1.98615 -2.67762
C 0.92421 -3.19707 2.09791
O 1.25781 -3.70590 0.79804
H 0.75818 -4.04969 2.76264
H 1.74952 -2.56400 2.41036
H -0.01419 -2.64184 2.02031
H 0.43163 -3.90329 0.32391
C 2.55281 2.88665 0.60356
O 2.50175 4.02522 1.45829
H 3.05513 2.07379 1.13607
H 1.55102 2.55145 0.31680
H 3.11679 3.16633 -0.28026
H 1.96935 3.80723 2.22893
C 1.66034 -0.26045 4.17634
O 1.00279 0.64700 5.04182
H 0.98008 -1.08325 3.93616
H 1.88245 0.25977 3.24644
H 2.56695 -0.69199 4.60524
H 0.76064 0.20947 5.86092
C -0.76589 4.88501 -1.44936
O -1.81728 4.25167 -2.22459
H 0.11782 5.03342 -2.06928
H -1.12430 5.82931 -1.04776
H -0.44697 4.20153 -0.66526
H -1.84084 4.61293 -3.11936
C -5.78741 0.81303 -1.47577
O -4.71861 1.32279 -0.67729
H -5.76818 -0.27782 -1.51788
H -6.76793 1.10546 -1.10016
H -5.70737 1.16550 -2.50146
H -4.84905 1.11230 0.25902
C -2.01637 -0.94587 2.94160
O -2.80214 0.22133 2.69667
H -2.20259 -1.68182 2.15142
H -0.96018 -0.66363 2.95617
H -2.27022 -1.36255 3.91419
H -2.44878 0.52629 1.85194
C 2.13505 -1.69182 -2.39151
O 1.47556 -2.42623 -3.40994
H 3.22531 -1.76592 -2.48093
H 1.88892 -0.63282 -2.44065
H 1.87431 -2.14228 -1.42668
H 1.48801 -3.36152 -3.20376
*
```

---

Record 5
C2H7O4P | the ωB97M-V functional and the def2-TZVPD basis

As for the HOMO-LUMO gap: 8.57 eV. For the energy above the lowest of the compared OMol25 structures with the same formula, charge and spin, the calculation gives 100.0 kcal/mol. The structure (SMILES) is CC(O)=P(O)(O)O. The LUMO energy is -0.395 eV.

```
! RIJCOSX wB97M-V def2-TZVPD def2/J DEFGRID3
* xyz 0 1
C -1.81342 0.58344 0.26669
C -0.95195 -0.48152 -0.38544
O -1.22033 -1.76300 0.11006
P 0.89538 -0.06807 0.23233
O 1.72741 -1.17942 -0.61245
O 2.12984 0.08982 1.34727
O 1.50456 1.29314 -0.92250
H -2.10472 0.47222 1.31217
H -2.74707 0.76367 -0.28732
H -1.19780 1.48616 0.13688
H -1.51813 -1.68136 1.02480
H 1.28305 -1.27465 -1.46872
H 3.03832 0.28945 0.96026
H 0.97485 1.47012 -1.71405
*
```

---

Record 6
C6H13N | the ωB97M-V functional and the def2-TZVPD basis

As for the HOMO-LUMO gap (spin up / spin down): 2.81 / 5.48 eV. For the energy above the lowest of the compared OMol25 structures with the same formula, charge and spin, the calculation gives 69.2 kcal/mol. As for the expectation value of S²: 0.75. The LUMO energy (spin up / spin down) is 3.798 / 3.755 eV.

```
! RIJCOSX wB97M-V def2-TZVPD def2/J DEFGRID3
* xyz -1 2
C -0.70373 0.76290 -0.37111
C -1.52900 -0.51807 -0.19744
C -1.90624 -1.01327 1.14119
C -1.38329 -0.97803 2.39188
C 0.39362 0.48392 -1.42770
N 1.59506 -0.17296 -0.84354
C 2.48469 0.80825 -0.25235
H -0.18539 0.77864 0.60752
H -1.25581 1.67977 -0.58787
H -2.44416 -0.51714 -0.88952
H -0.84396 -1.32907 -0.58246
H -2.70724 -1.71585 1.10120
H -0.22753 -1.04295 2.68437
H -2.12976 -0.81839 3.26992
H -0.18627 -0.09985 -2.24792
H 0.76047 1.38691 -1.91749
H 2.08868 -0.89916 -1.42119
H 1.86576 1.47686 0.27415
H 3.06162 1.42761 -1.09871
H 3.25249 0.29989 0.36707
*
```

---

Record 7
C3H4P2 | the ωB97M-V functional and the def2-TZVPD basis

As for the HOMO-LUMO gap: 7.65 eV. For the energy above the lowest of the compared OMol25 structures with the same formula, charge and spin, the calculation gives 61.1 kcal/mol. The structure (SMILES) is C1C2=P3=[P@]12C3. The LUMO energy is -0.183 eV.

```
! RIJCOSX wB97M-V def2-TZVPD def2/J DEFGRID3
* xyz 0 1
C -0.03522 -1.41887 0.38849
C -1.34820 -1.35520 0.80161
P -2.33693 0.38868 0.40832
P -1.01153 -0.63108 -1.12688
C -0.83752 1.02932 -0.34268
H 0.87506 -0.74358 0.55124
H 0.31778 -2.37569 0.25922
H -0.62830 1.82618 -1.11589
H 0.12857 1.14564 0.24171
*
```

---

Record 8
C24H60F4K2N2O24P4S4 | the ωB97M-V functional and the def2-TZVPD basis

As for the HOMO-LUMO gap: 5.46 eV. For the energy above the lowest of the compared OMol25 structures with the same formula, charge and spin, the calculation gives 282.7 kcal/mol. The LUMO energy is -3.203 eV.

```
! RIJCOSX wB97M-V def2-TZVPD def2/J DEFGRID3
* xyz 0 1
K -5.50011 12.60186 21.62763
K -2.02326 9.07504 17.54985
N -3.68978 6.47507 13.17427
S -5.27996 6.80452 12.73526
O -6.03810 5.68994 12.19299
O -5.86229 8.15586 12.68598
F -5.73830 6.52756 14.30171
S -3.29418 6.77286 11.67892
O -3.24846 8.14718 11.24783
O -3.77388 5.81105 10.66269
F -1.74425 6.32002 11.82807
N -3.54200 7.91540 22.43018
S -4.69503 6.79983 22.93051
O -5.36310 7.18161 24.13813
O -4.52968 5.41756 22.43259
F -5.70640 7.35148 21.77414
S -2.57580 7.68154 23.60486
O -1.86072 6.42087 23.80168
O -2.90557 8.54830 24.69775
F -1.29105 8.54398 22.93431
C -13.59048 3.00434 21.03791
C -13.13558 2.13857 19.87217
O -14.02603 2.50250 18.82233
P -14.00297 1.72268 17.35560
O -12.69193 1.23073 16.87484
O -15.09202 0.53962 17.52724
C -14.82231 -0.92509 17.39107
C -15.24055 -1.68238 18.71068
O -14.76690 2.79585 16.45230
C -14.72093 2.71866 15.04333
C -15.71884 1.61359 14.59481
H -14.23088 2.50048 21.76186
H -12.78493 3.31175 21.70478
H -13.90284 4.02111 20.79976
H -12.13677 2.49496 19.62019
H -12.96236 1.06356 19.92162
H -15.46416 -1.23876 16.56781
H -13.81921 -1.08931 16.99744
H -15.96786 -1.17269 19.34262
H -15.71084 -2.63437 18.46444
H -14.34134 -1.90934 19.28342
H -15.02387 3.73085 14.77537
H -13.72225 2.73989 14.60713
H -15.66998 1.58028 13.50641
H -15.46756 0.59560 14.89254
H -16.70096 1.69223 15.06102
C -5.50592 5.15627 30.67771
C -4.75595 4.37056 31.75533
O -3.49051 4.23355 31.20365
P -3.07993 2.91282 30.37479
O -3.51353 1.63509 31.00766
O -3.83713 3.18534 28.86289
C -4.32543 2.14433 28.01911
C -5.85026 2.05784 27.85742
O -1.51745 3.04854 30.00271
C -0.50566 3.25208 31.01053
C 0.34413 1.99290 31.36586
H -5.99545 4.53094 29.93111
H -6.28351 5.83685 31.02452
H -4.73049 5.77876 30.23131
H -4.85003 5.03928 32.61092
H -5.15090 3.42380 32.12381
H -3.81754 2.08675 27.05639
H -4.09980 1.16538 28.44200
H -6.10421 1.49331 26.96023
H -6.23889 1.56942 28.75102
H -6.36239 3.01140 27.98605
H 0.10079 4.10885 30.71679
H -1.17975 3.59382 31.79596
H -0.26902 1.18829 31.77172
H 0.80784 1.70315 30.42294
H 1.23636 2.23044 31.94518
C 3.86210 18.14250 25.73332
C 2.61818 17.83003 24.95435
O 1.88431 16.94008 25.79513
P 0.27920 16.96528 26.20237
O -0.55661 16.44143 25.16840
O -0.00268 18.52719 26.58095
C 0.48381 19.07566 27.81447
C 0.77252 20.59273 27.66420
O 0.29025 16.09536 27.59306
C 1.12286 15.00221 27.80331
C 2.55110 15.36570 28.20811
H 3.76334 18.37676 26.79325
H 4.42393 17.21399 25.83500
H 4.54656 18.81158 25.21187
H 2.03742 18.70654 24.66709
H 2.86994 17.35014 24.00861
H -0.25359 18.69048 28.51874
H 1.42690 18.63725 28.14079
H -0.03363 21.25442 27.34732
H 1.18895 21.00371 28.58385
H 1.54652 20.73450 26.90992
H 0.67576 14.29775 28.50469
H 1.11394 14.39588 26.89755
H 3.34202 14.63796 28.02664
H 2.81950 16.30565 27.72586
H 2.62678 15.72498 29.23440
C 3.85526 2.47612 23.82991
C 4.68130 2.55308 22.50888
O 4.89697 3.97557 22.42134
P 4.56564 4.70830 21.02787
O 3.31567 4.28910 20.41933
O 4.87701 6.30592 21.35401
C 5.73678 6.61805 22.28765
C 5.13227 7.01277 23.62677
O 5.80655 4.28569 20.11412
C 5.79258 4.03702 18.73006
C 5.95188 5.40522 18.04143
H 3.92894 1.52288 24.35339
H 4.35514 3.14816 24.52746
H 2.79817 2.72433 23.73486
H 5.62373 2.00545 22.51607
H 4.18530 2.09698 21.65211
H 6.46763 5.81506 22.38346
H 6.21677 7.53303 21.94047
H 4.33761 6.37313 24.01084
H 6.01381 6.98566 24.26727
H 4.53543 7.90528 23.43890
H 6.69289 3.50314 18.42591
H 4.98331 3.31531 18.61911
H 5.74164 5.26601 16.98100
H 5.18576 6.11098 18.36246
H 6.92395 5.87317 18.19689
*
```